1.
Here is C35H25F15Ge2N6PS4Y as an isolated structure at a distorted geometry from the OMol25 dataset. Energies are from ωB97M-V with the def2-TZVPD basis set.

Each line ends with the Mulliken charge.
Cartesian coordinates (Å):
Y: 2.211 0.486 0.147  0.416
C: 4.743 -3.975 -3.414  -0.991
N: 4.519 -2.669 -2.804  0.214
C: 5.178 -1.529 -3.137  -0.665
C: 4.543 -0.518 -2.448  -1.019
N: 3.518 -1.019 -1.702  1.046
C: 3.505 -2.306 -1.884  -0.016
P: 2.397 -3.446 -1.061  -0.869
C: 0.786 -2.598 -1.163  -0.328
N: 0.586 -1.394 -0.629  0.813
C: -0.738 -1.100 -0.894  -1.075
C: -1.322 -2.107 -1.586  -0.908
N: -0.347 -3.104 -1.717  0.311
C: -0.391 -4.261 -2.643  -1.010
C: 2.862 -3.077 0.630  -0.111
N: 2.569 -1.921 1.223  0.670
C: 2.943 -2.068 2.546  -0.777
C: 3.437 -3.316 2.768  -0.775
N: 3.323 -3.978 1.562  0.248
C: 3.896 -5.322 1.392  -1.002
H: 4.282 -4.024 -4.389  0.294
H: 5.815 -4.151 -3.485  0.367
H: 4.328 -4.757 -2.782  0.327
H: 6.005 -1.495 -3.789  0.503
H: 4.731 0.557 -2.496  0.550
H: -1.140 -0.161 -0.579  0.696
H: -2.323 -2.215 -1.986  0.588
H: -1.212 -4.920 -2.335  0.350
H: -0.564 -3.931 -3.652  0.310
H: 0.513 -4.847 -2.547  0.369
H: 2.833 -1.205 3.243  0.671
H: 3.896 -3.791 3.664  0.392
H: 3.380 -6.011 2.097  0.310
H: 3.791 -5.590 0.359  0.328
H: 4.956 -5.253 1.626  0.355
S: 5.068 0.172 3.835  -0.374
C: 4.218 0.772 2.517  -0.038
S: 2.556 1.398 2.694  -0.327
S: 4.855 0.764 0.925  -0.406
F: -3.922 -0.206 -0.402  -0.327
C: -4.517 1.022 -0.387  0.550
C: -4.132 1.930 0.608  -0.671
C: -4.828 3.117 0.604  0.759
F: -4.604 4.073 1.536  -0.364
C: -5.790 3.434 -0.336  0.021
F: -6.497 4.571 -0.180  -0.317
C: -6.057 2.535 -1.363  0.784
F: -6.960 2.839 -2.305  -0.337
C: -5.419 1.322 -1.395  -0.208
F: -5.732 0.418 -2.367  -0.342
Ge: -2.426 1.264 1.702  0.918
S: 0.698 2.330 -0.619  -0.599
C: -3.676 0.207 2.971  -0.572
C: -3.398 -1.121 3.257  0.368
F: -2.327 -1.777 2.775  -0.248
C: -4.166 -1.888 4.107  -0.335
F: -3.821 -3.134 4.458  -0.323
C: -5.274 -1.321 4.725  0.885
F: -6.035 -2.062 5.564  -0.346
C: -5.665 -0.052 4.442  -0.394
F: -6.763 0.511 5.004  -0.314
C: -4.850 0.641 3.537  0.915
F: -5.222 1.926 3.306  -0.310
C: -2.121 2.958 2.827  -0.474
C: -1.879 3.008 4.173  0.669
F: -1.998 1.901 4.955  -0.355
C: -1.421 4.138 4.887  -0.115
F: -1.285 4.167 6.234  -0.324
C: -1.194 5.276 4.148  0.725
F: -0.933 6.415 4.805  -0.346
C: -1.335 5.264 2.775  0.024
F: -1.130 6.443 2.142  -0.325
C: -1.765 4.140 2.157  0.253
F: -1.901 4.199 0.813  -0.425
C: 0.982 0.122 -3.732  -0.623
Ge: 1.698 1.952 -3.374  0.396
C: 3.225 2.257 -4.621  -1.321
C: 0.261 3.155 -4.070  -1.221
C: 2.306 2.200 -1.523  -0.233
H: 0.800 -0.061 -4.831  0.398
H: -0.019 0.184 -3.253  0.103
H: 1.591 -0.651 -3.209  0.020
H: 2.827 2.390 -5.638  0.388
H: 4.002 1.476 -4.614  0.308
H: 3.651 3.205 -4.334  0.395
H: -0.060 2.810 -5.073  0.371
H: 0.491 4.213 -4.186  0.375
H: -0.592 3.114 -3.382  0.223
H: 2.975 3.054 -1.422  0.484

Values from the calculation:
- net charge = -2
- multiplicity = 1
- gap between HOMO and LUMO (eV) = 4.70


2.
Here is C35H26AuBBrF6NPS as an isolated structure at a distorted geometry from the OMol25 dataset. Energies are from ωB97M-V with the def2-TZVPD basis set.

Each line ends with the Mulliken charge.
Cartesian coordinates (Å):
Au: 0.197 -0.338 -0.186  0.759
C: 2.885 5.121 1.270  -1.372
C: 3.636 4.869 -0.046  2.415
C: 4.859 5.784 -0.101  -2.300
C: 2.719 5.216 -1.230  -1.495
C: 4.019 3.388 -0.120  -0.118
C: 5.352 2.950 -0.148  -0.261
C: 5.684 1.608 -0.193  -1.370
C: 4.656 0.677 -0.211  1.002
S: 4.740 -1.056 -0.258  -0.349
C: 3.018 -1.148 -0.259  1.227
N: 2.428 0.018 -0.228  -0.296
C: 3.322 1.087 -0.197  -1.873
C: 3.008 2.439 -0.154  1.078
C: 2.278 -2.422 -0.269  -0.011
C: 2.942 -3.649 -0.220  -0.896
C: 2.213 -4.824 -0.171  -0.813
C: 0.826 -4.781 -0.186  -0.828
C: 0.162 -3.559 -0.254  0.070
C: 0.883 -2.372 -0.294  0.157
H: 2.624 6.179 1.352  0.437
H: 3.504 4.855 2.128  0.367
H: 1.962 4.538 1.319  0.127
H: 4.535 6.825 -0.072  0.436
H: 5.425 5.638 -1.023  0.461
H: 5.523 5.621 0.751  0.431
H: 2.459 6.276 -1.203  0.458
H: 1.791 4.641 -1.201  0.162
H: 3.219 5.009 -2.179  0.376
H: 6.157 3.671 -0.140  0.535
H: 6.721 1.298 -0.214  0.396
H: 1.969 2.729 -0.139  0.181
H: 4.027 -3.678 -0.210  0.383
H: 2.728 -5.774 -0.114  0.398
H: 0.257 -5.702 -0.140  0.407
H: -0.921 -3.557 -0.279  0.248
F: -7.173 -1.528 0.265  -0.257
C: -6.119 -0.738 0.253  0.501
C: -6.278 0.632 0.352  0.380
F: -7.488 1.153 0.444  -0.268
C: -5.166 1.453 0.335  0.134
F: -5.374 2.765 0.395  -0.370
C: -3.880 0.937 0.225  -0.008
P: -2.446 2.035 0.199  0.347
C: -2.333 2.698 -1.463  0.824
C: -3.124 3.767 -1.883  -0.164
C: -2.999 4.237 -3.180  -0.798
C: -2.104 3.640 -4.059  -0.545
C: -1.326 2.566 -3.646  -1.023
C: -1.438 2.096 -2.348  -0.346
C: -2.757 3.337 1.399  0.580
C: -3.272 2.971 2.642  -0.597
C: -3.353 3.913 3.654  -0.827
C: -2.905 5.209 3.432  -0.477
C: -2.374 5.565 2.201  -0.833
C: -2.292 4.630 1.181  -0.521
C: -3.743 -0.449 0.095  0.137
Br: -2.066 -1.284 -0.178  -0.176
C: -4.849 -1.275 0.119  0.349
F: -4.719 -2.591 0.003  -0.303
H: -3.831 4.228 -1.204  0.480
H: -3.598 5.077 -3.506  0.442
H: -2.009 4.014 -5.069  0.425
H: -0.628 2.101 -4.329  0.467
H: -0.818 1.269 -2.017  0.216
H: -3.597 1.953 2.824  0.439
H: -3.744 3.628 4.622  0.439
H: -2.959 5.940 4.228  0.421
H: -2.007 6.570 2.037  0.452
H: -1.853 4.901 0.229  0.431
F: 0.108 2.528 0.576  -0.030
B: -0.632 1.410 0.842  0.667
F: -0.679 1.052 2.139  -0.115

Values from the calculation:
- net charge = +1
- multiplicity = 1
- energy above the lowest of the compared OMol25 structures with the same formula, charge and spin (kJ/mol) = 225.14
- gap between HOMO and LUMO (alpha / beta) (eV) = 6.30 / 6.30


3.
Here is C35H26AuBrN3O2P as an isolated structure from the OMol25 dataset. Energies are from ωB97M-V with the def2-TZVPD basis set.

Each line ends with the Mulliken charge.
Cartesian coordinates (Å):
Au: 0.722 -0.360 -0.382  1.467
Br: 0.696 -4.793 -6.229  -0.130
C: 0.546 -3.424 -4.950  -0.418
C: -0.472 -2.469 -5.064  -0.415
C: -0.605 -1.464 -4.134  -0.509
C: 0.271 -1.365 -3.045  0.420
O: 0.068 -0.323 -2.242  -0.805
C: 1.310 -2.326 -2.932  0.230
C: 2.309 -2.319 -1.913  0.637
N: 2.317 -1.553 -0.874  -0.370
C: 3.302 -1.580 0.145  0.145
C: 4.563 -2.098 0.025  -0.603
C: 5.425 -2.127 1.140  -1.043
C: 5.024 -1.638 2.349  -0.877
C: 3.741 -1.059 2.492  0.821
C: 3.265 -0.516 3.707  -0.664
C: 2.017 0.043 3.761  -1.299
C: 1.243 0.096 2.598  0.262
N: 1.664 -0.393 1.447  0.267
C: 2.893 -1.006 1.372  0.541
C: 1.427 -3.344 -3.907  -0.853
H: -1.162 -2.525 -5.895  0.461
H: -1.382 -0.718 -4.231  0.547
H: 3.126 -3.030 -2.026  0.333
H: 4.914 -2.485 -0.923  0.448
H: 6.415 -2.546 1.024  0.419
H: 5.683 -1.669 3.206  0.452
H: 3.896 -0.549 4.585  0.481
H: 1.617 0.459 4.674  0.489
H: 0.264 0.558 2.612  0.577
H: 2.228 -4.067 -3.820  0.510
O: -0.365 -3.437 0.036  -0.541
N: -1.093 -2.263 0.174  0.185
C: -1.532 -2.125 1.357  -0.603
C: -2.359 -0.982 1.767  0.807
C: -3.339 -1.276 2.717  -0.784
C: -4.313 -0.356 3.068  -0.819
C: -4.329 0.891 2.461  -0.759
C: -3.338 1.215 1.548  -1.052
C: -2.328 0.306 1.218  1.018
P: -1.053 1.037 0.165  0.642
C: -1.904 1.629 -1.296  0.963
C: -2.756 0.736 -1.951  -0.700
C: -3.482 1.162 -3.046  -0.696
C: -3.358 2.474 -3.494  -0.623
C: -2.511 3.359 -2.845  -0.776
C: -1.781 2.942 -1.740  -0.517
C: -0.273 2.412 1.035  0.561
C: 0.838 2.995 0.416  -0.954
C: 1.503 4.043 1.028  -0.826
C: 1.078 4.503 2.268  -0.608
C: -0.012 3.916 2.894  -0.826
C: -0.689 2.870 2.284  0.066
H: -0.403 -3.631 -0.910  0.410
H: -1.402 -2.936 2.074  0.432
H: -3.362 -2.266 3.155  0.466
H: -5.070 -0.623 3.792  0.444
H: -5.097 1.614 2.699  0.466
H: -3.348 2.199 1.093  0.527
H: -2.855 -0.286 -1.599  0.370
H: -4.153 0.478 -3.548  0.514
H: -3.931 2.807 -4.349  0.442
H: -2.424 4.380 -3.189  0.465
H: -1.137 3.645 -1.229  0.368
H: 1.175 2.642 -0.553  0.532
H: 2.352 4.502 0.539  0.465
H: 1.599 5.321 2.747  0.457
H: -0.341 4.275 3.860  0.474
H: -1.535 2.421 2.785  0.491

Values from the calculation:
- net charge = +2
- multiplicity = 1
- energy above the lowest of the compared OMol25 structures with the same formula, charge and spin (kJ/mol) = 0.00
- gap between HOMO and LUMO (eV) = 6.59